No. 1
ORCA calculation (wB97M-V/def2-TZVPD) on a structure of composition C29H38AuN8O2.

The calculation puts the LUMO energy at -0.331 Ha. The value obtained for the HOMO energy is -15.730 eV. The value obtained for the frontier orbital gap is 0.247 Eh. The value obtained for the total energy is -50371.706 eV. As for the net charge: +3. As for the spin multiplicity: 1.

Each line ends with the Löwdin charge.
Geometry (Å):
Au: 0.9708 1.5147 1.2004  1.414
C: 2.8503 4.8954 -4.6313  -0.014
C: 2.6111 3.9571 -3.4768  -0.222
C: 2.7853 2.5837 -3.5952  0.051
C: 2.6325 1.7270 -2.5005  -0.120
C: 2.8444 0.2834 -2.5640  0.060
N: 2.2332 -0.5130 -3.3633  0.134
C: 1.1188 -0.1944 -4.2811  -0.105
C: -0.1955 -0.7953 -3.7792  -0.129
C: -0.8672 0.0479 -2.6883  -0.142
N: -2.2653 -0.3789 -2.5504  0.095
C: -2.9691 -0.7963 -1.5318  0.032
C: -2.7747 -0.8107 -0.1249  -0.100
C: -3.6683 -1.6647 0.5643  0.042
C: -3.7422 -1.7617 1.9372  -0.255
C: -4.7064 -2.6900 2.6339  -0.020
C: -2.9224 -0.8974 2.6496  0.046
C: -2.0188 -0.0081 2.0507  -0.126
C: -1.3075 0.8437 2.9561  -0.049
N: -0.2596 1.5868 2.7796  -0.142
C: 0.3078 2.3961 3.8792  -0.163
C: 0.4773 3.8787 3.4825  -0.132
C: 0.0518 4.1817 2.0558  -0.168
N: 0.8808 3.4971 1.0432  -0.086
C: 1.3596 4.1327 0.0354  -0.006
C: 1.9868 3.5856 -1.1393  -0.107
C: 2.1771 4.4268 -2.2437  0.067
C: 2.3026 2.2252 -1.2388  -0.278
O: 2.3127 1.3788 -0.2131  -0.212
C: -1.9111 0.0841 0.6097  -0.339
O: -1.1796 0.9375 0.0485  -0.094
H: 3.2785 4.3778 -5.4866  0.090
H: 1.9211 5.3701 -4.9493  0.099
H: 3.5345 5.6920 -4.3402  0.100
H: 3.0869 2.1729 -4.5535  0.144
H: 3.5353 -0.1788 -1.8655  0.166
H: 2.4777 -1.4977 -3.3072  0.184
H: 1.0497 0.8850 -4.3745  0.117
H: 1.3747 -0.6052 -5.2557  0.147
H: -0.8530 -0.8811 -4.6470  0.130
H: -0.0303 -1.8123 -3.4125  0.129
H: -0.3773 -0.0464 -1.7270  0.083
H: -0.8634 1.1028 -2.9698  0.141
H: -2.7598 -0.4245 -3.4333  0.168
H: -3.9204 -1.2152 -1.8484  0.156
H: -4.3396 -2.2810 -0.0271  0.138
H: -5.0959 -3.4424 1.9510  0.089
H: -4.2303 -3.2023 3.4696  0.087
H: -5.5566 -2.1376 3.0360  0.098
H: -2.9955 -0.9028 3.7347  0.141
H: -1.7184 0.8797 3.9660  0.151
H: -0.3285 2.2992 4.7580  0.130
H: 1.2762 1.9616 4.1285  0.119
H: -0.1352 4.5095 4.1253  0.132
H: 1.5119 4.1815 3.6413  0.126
H: -0.9725 3.8494 1.8836  0.133
H: 0.0918 5.2554 1.8772  0.137
H: 1.2000 5.2099 0.0352  0.160
H: 1.9629 5.4855 -2.1359  0.146
C: -1.1865 -4.3908 1.8716  -0.064
C: 0.2256 -4.9718 1.8050  -0.401
C: 0.5512 -5.5373 0.4235  -0.067
C: 1.2599 -3.9846 2.3399  -0.066
N: 1.2194 -2.6422 1.7024  -0.046
C: 1.1834 -1.4648 2.2992  -0.062
N: 1.1309 -0.5448 1.3577  -0.093
N: 1.1371 -1.1913 0.1669  0.031
N: 1.1870 -2.4485 0.3741  0.126
H: -1.9076 -5.1173 1.4981  0.096
H: -1.2799 -3.4908 1.2541  0.058
H: -1.4732 -4.1377 2.8956  0.085
H: 0.2846 -5.7973 2.5196  0.150
H: 0.3363 -4.8188 -0.3678  0.061
H: -0.0539 -6.4250 0.2442  0.092
H: 1.5987 -5.8335 0.3454  0.087
H: 2.2750 -4.3651 2.2322  0.142
H: 1.0739 -3.7948 3.3967  0.136
H: 1.1980 -1.3018 3.3647  0.163

---

No. 2
ORCA calculation (wB97M-V/def2-TZVPD) on a cluster of 7 separate species, C15H40Cl2O11 in total in a non-equilibrium geometry.

The calculation puts the LUMO energy at 0.011 Ha. The structure (SMILES) is C1CCOC1.ClCCl.OCCO.OCCO.OCCO.OCCO.OCCO. The value obtained for the HOMO energy is -9.569 eV. The value obtained for the frontier orbital gap is 0.363 Eh. The value obtained for the total energy is -63767.395 eV. As for the spin multiplicity: 1.

Each line ends with the natural charge from an NBO analysis.
Geometry (Å):
C: -0.1548 0.1155 3.8597  -0.417
C: 0.1256 -1.2819 4.3674  -0.435
C: -1.2971 -1.7563 4.6134  -0.061
O: -2.0256 -1.2119 3.5141  -0.547
C: -1.3190 -0.1459 2.8972  -0.077
H: 0.7447 0.5342 3.4019  0.210
H: -0.4346 0.7877 4.6722  0.201
H: 0.8385 -1.3027 5.1922  0.215
H: 0.5382 -1.9428 3.5978  0.201
H: -1.6684 -1.3499 5.5628  0.160
H: -1.4361 -2.8359 4.6465  0.189
H: -1.8860 0.7868 2.8287  0.180
H: -0.9671 -0.3496 1.8854  0.174
Cl: -1.8347 0.3331 -0.5738  -0.023
C: -0.2173 1.0170 -0.6713  -0.390
Cl: -0.2464 2.4642 0.4144  -0.057
H: 0.5347 0.2485 -0.5422  0.239
H: -0.1150 1.4540 -1.6618  0.232
O: -1.1380 -4.3644 -1.6327  -0.705
C: -0.7544 -3.4946 -0.5916  -0.103
C: 0.3440 -2.5417 -0.9812  -0.102
O: 1.5834 -3.2437 -1.2738  -0.718
H: -0.5447 -5.1199 -1.6533  0.468
H: -1.6343 -2.8972 -0.3364  0.193
H: -0.5447 -4.0493 0.3302  0.157
H: 0.5651 -1.7301 -0.2837  0.157
H: 0.1584 -2.0542 -1.9426  0.204
H: 1.6465 -3.9376 -0.6050  0.448
O: -0.8618 1.6191 -4.5252  -0.738
C: -1.5973 2.8291 -4.3238  -0.095
C: -0.7452 3.8787 -3.6540  -0.082
O: 0.3317 4.3440 -4.4137  -0.744
H: -0.3867 1.6349 -5.3578  0.470
H: -1.9803 3.2147 -5.2757  0.168
H: -2.4750 2.5428 -3.7400  0.184
H: -0.4163 3.5778 -2.6492  0.152
H: -1.4172 4.7435 -3.5455  0.176
H: 1.0272 3.6698 -4.5170  0.495
O: 4.3435 -0.3103 3.3306  -0.734
C: 3.9158 0.8805 2.6424  -0.095
C: 4.2205 0.7416 1.1717  -0.091
O: 3.2718 -0.1256 0.5465  -0.733
H: 4.2184 -0.1478 4.2686  0.472
H: 2.8554 1.0887 2.7872  0.175
H: 4.5329 1.6776 3.0775  0.168
H: 5.2339 0.3559 1.0120  0.178
H: 4.1805 1.7009 0.6549  0.186
H: 3.4522 -1.0141 0.8757  0.479
O: 2.4330 -0.5062 -3.6221  -0.709
C: 3.3347 0.4275 -3.0849  -0.095
C: 2.8126 1.8666 -3.0478  -0.086
O: 2.2886 2.3282 -4.2825  -0.736
H: 2.1984 -0.2775 -4.5242  0.469
H: 3.5571 0.1780 -2.0456  0.209
H: 4.2760 0.3808 -3.6525  0.146
H: 3.6918 2.4457 -2.7286  0.162
H: 2.0841 1.9968 -2.2498  0.182
H: 2.9863 2.1970 -4.9378  0.474
O: -5.8636 0.2770 1.7755  -0.732
C: -4.6825 -0.4066 1.3752  -0.101
C: -4.6808 -1.8629 1.8005  -0.085
O: -5.9430 -2.4572 1.4070  -0.734
H: -5.6104 0.8619 2.4938  0.477
H: -4.6013 -0.3816 0.2871  0.172
H: -3.7872 0.0200 1.8278  0.178
H: -4.6525 -1.9608 2.8886  0.165
H: -3.8223 -2.4187 1.4315  0.185
H: -6.5841 -1.7412 1.4887  0.474

---

No. 3
ORCA calculation (wB97M-V/def2-TZVPD) on a structure of composition C25H18BrFeN8O4S2 in a non-equilibrium geometry.

The calculation puts the LUMO energy (alpha / beta) at -0.033 / -0.035 Ha. For the relative energy (zero: lowest compared OMol25 entry of this formula, charge and spin), the calculation gives 0.0 kJ/mol. The value obtained for the HOMO energy (alpha / beta) is -7.603 / -7.653 eV. The value obtained for the frontier orbital gap (alpha / beta) is 0.246 / 0.247 Eh. The value obtained for the total energy is -172430.847 eV. As for the spin multiplicity: 2.

Each line ends with the natural charge from an NBO analysis.
Geometry (Å):
Fe: 0.7751 0.4775 0.2381  1.129
N: 0.8440 0.9488 4.4762  -0.329
C: 0.1025 0.8724 3.3684  0.246
N: 0.9091 0.6479 2.3533  -0.508
C: 2.1438 0.5920 2.9097  0.288
N: 2.1576 0.7701 4.2062  -0.242
C: 3.2679 0.3577 2.0084  0.117
C: 4.5967 0.2930 2.3865  0.040
N: 5.5594 0.0902 1.4932  -0.346
C: 5.1778 -0.0397 0.2273  0.010
C: 3.8457 0.0280 -0.1627  0.036
N: 2.8890 0.2252 0.7361  -0.378
H: 0.5442 1.1230 5.4202  0.429
H: -0.9690 0.9807 3.3113  0.270
H: 4.8785 0.4056 3.4259  0.219
H: 5.9534 -0.1986 -0.5111  0.213
H: 3.5317 -0.0603 -1.1944  0.255
O: 1.1643 0.5886 -3.6651  -0.623
C: 1.0305 1.1015 -2.5718  0.789
O: 1.4013 0.4446 -1.4910  -0.752
C: 0.4333 2.4762 -2.4410  -0.145
C: -0.0417 3.0378 -3.6272  -0.164
C: -0.5631 4.3154 -3.6684  -0.240
C: -0.6104 5.0651 -2.4981  -0.187
C: -0.1533 4.5224 -1.3128  -0.228
C: 0.3681 3.2249 -1.2607  -0.148
S: 0.8908 2.6905 0.3322  -0.076
H: 0.0234 2.4327 -4.5211  0.240
H: -0.9279 4.7256 -4.6008  0.214
H: -1.0145 6.0697 -2.5050  0.212
H: -0.2083 5.0959 -0.3953  0.215
Br: -7.2596 0.2077 0.9603  0.057
C: -5.6929 0.5769 -0.0322  -0.141
C: -5.7983 1.0765 -1.3215  0.021
N: -4.7356 1.3579 -2.0690  -0.400
C: -3.5297 1.1439 -1.5461  0.072
C: -3.3370 0.6406 -0.2639  -0.183
C: -4.4467 0.3536 0.5147  -0.157
C: -1.9596 0.4154 0.2847  0.789
O: -1.0177 0.6550 -0.5408  -0.689
O: -1.8218 0.0311 1.4549  -0.740
H: -6.7731 1.2554 -1.7606  0.203
H: -2.6721 1.3834 -2.1630  0.224
H: -4.3187 -0.0350 1.5155  0.245
N: -0.6003 -6.4173 0.8334  -0.757
C: 0.4548 -5.9075 0.1779  0.081
S: 1.5938 -6.8313 -0.5557  -0.103
C: 0.5282 -4.4149 0.1960  -0.065
C: 0.0681 -3.6816 1.2847  -0.246
C: 0.1649 -2.3028 1.2575  0.070
N: 0.6693 -1.6387 0.2161  -0.490
C: 1.1069 -2.3389 -0.8327  0.045
C: 1.0643 -3.7177 -0.8760  -0.158
H: -0.7229 -7.4165 0.8308  0.416
H: -1.3702 -5.8356 1.1209  0.399
H: -0.3293 -4.1617 2.1691  0.225
H: -0.1898 -1.7014 2.0827  0.228
H: 1.4862 -1.7521 -1.6644  0.253
H: 1.4390 -4.2489 -1.7395  0.246

---

No. 4
ORCA calculation (wB97M-V/def2-TZVPD) on a structure of composition C34H35BCsN14O6S in a non-equilibrium geometry.

The calculation puts the LUMO energy (alpha / beta) at 0.125 / 0.109 Ha. For the relative energy (zero: lowest compared OMol25 entry of this formula, charge and spin), the calculation gives 18.9 kJ/mol. The value obtained for the HOMO energy (alpha / beta) is -3.465 / -3.465 eV. The value obtained for the frontier orbital gap (alpha / beta) is 0.252 / 0.236 Eh. The value obtained for the total energy is -81038.149 eV. As for the net charge: -2. As for the spin multiplicity: 2.

Each line ends with the Löwdin charge.
Geometry (Å):
Cs: -0.3043 0.2652 0.8502  1.178
C: 1.3605 2.1909 -3.8519  -0.075
C: 0.5583 1.9112 -2.7298  -0.176
N: 0.6197 0.6330 -2.3959  0.060
N: 1.4593 0.0630 -3.2875  -0.003
C: 1.9209 0.9751 -4.1664  -0.100
B: 1.8661 -1.4103 -3.1977  -0.671
N: 0.7860 -2.2313 -2.4905  -0.011
C: -0.3656 -2.6929 -3.0264  -0.093
C: -1.1449 -3.1806 -2.0032  -0.073
C: -0.3785 -2.9476 -0.8471  -0.191
N: 0.7798 -2.3784 -1.1420  0.058
N: 3.2133 -1.6030 -2.4545  -0.018
C: 3.6677 -2.7472 -1.9033  -0.113
C: 5.0136 -2.5889 -1.6450  -0.117
C: 5.2897 -1.2827 -2.0964  -0.190
N: 4.2064 -0.7033 -2.5903  0.085
N: 2.1065 -1.9208 -4.6541  -0.009
C: 3.2588 -2.3869 -5.1812  -0.091
C: 3.0460 -2.6362 -6.5192  -0.091
C: 1.7017 -2.2766 -6.7183  -0.187
N: 1.1458 -1.8436 -5.5978  0.060
H: 1.5066 3.1330 -4.3528  0.076
H: -0.0576 2.5838 -2.1507  0.087
H: 2.6047 0.6871 -4.9479  0.115
H: -0.5291 -2.6274 -4.0891  0.098
H: -2.1203 -3.6323 -2.0720  0.087
H: -0.6228 -3.1554 0.1818  0.078
H: 2.9982 -3.5705 -1.7194  0.118
H: 5.6857 -3.3009 -1.1956  0.086
H: 6.2241 -0.7418 -2.0780  0.088
H: 4.1422 -2.5032 -4.5748  0.107
H: 3.7541 -3.0168 -7.2357  0.073
H: 1.1171 -2.3139 -7.6254  0.085
N: 2.6004 2.0093 1.2005  0.046
C: 2.3625 1.3494 2.4825  -0.399
C: 3.4851 1.5014 3.5078  -0.167
C: 3.2518 0.6858 4.7810  -0.172
C: 2.9975 -0.8039 4.5319  -0.179
N: 4.0212 -1.3903 3.6800  0.039
C: 3.7618 -1.8649 2.4229  -0.543
N: 2.6318 -2.3859 2.1200  0.134
N: 4.8602 -1.7729 1.5641  0.142
C: 1.0582 1.9561 3.0603  -0.774
O: 1.0801 3.1980 3.2181  -0.049
O: 0.1122 1.1638 3.2707  -0.268
H: 3.4799 1.7277 0.7834  0.066
H: 2.6007 3.0127 1.3485  0.071
H: 2.2061 0.2866 2.2839  0.076
H: 3.5699 2.5615 3.7587  0.113
H: 4.4325 1.2039 3.0376  0.095
H: 2.3859 1.0825 5.3178  0.119
H: 4.1151 0.8046 5.4473  0.102
H: 2.0380 -0.9446 4.0377  0.103
H: 2.9417 -1.3369 5.4840  0.114
H: 4.9673 -1.0899 3.8384  0.123
H: 0.9166 -2.5757 2.6370  0.061
H: 2.5504 -2.5623 1.1208  0.056
H: 5.3171 -0.8718 1.6017  0.081
H: 4.6431 -2.0199 0.6053  0.045
S: -3.1547 5.1198 -0.2043  1.003
C: -2.1558 5.3162 1.1843  -0.417
C: -1.3974 4.2164 1.4627  -0.148
C: -1.6802 3.2378 0.4928  -0.055
C: -2.5774 3.5035 -0.4750  -0.496
C: -2.9761 2.6120 -1.5698  -0.307
C: -3.7793 3.0213 -2.6302  -0.038
C: -4.0543 2.1128 -3.6389  -0.075
C: -3.5169 0.8384 -3.5677  -0.056
C: -2.7268 0.5205 -2.4709  -0.123
N: -2.4727 1.3770 -1.4902  0.091
H: -2.1895 6.2463 1.7308  0.060
H: -0.6891 4.0950 2.2779  0.086
H: -4.1675 4.0314 -2.6669  0.093
H: -4.6744 2.4032 -4.4781  0.101
H: -3.6909 0.1045 -4.3423  0.101
H: -2.2638 -0.4571 -2.3775  0.099
O: -7.0503 -2.9111 3.2874  -0.070
C: -5.9594 -3.2653 3.7806  -0.699
O: -5.7202 -3.9960 4.7606  -0.058
C: -4.7069 -2.7283 3.0396  -0.099
C: -4.8315 -1.9144 1.9235  -0.003
C: -3.6895 -1.4673 1.2734  -0.137
N: -2.4557 -1.7714 1.6631  0.022
C: -2.3368 -2.5498 2.7449  -0.191
C: -3.4182 -3.0452 3.4569  0.061
C: -0.9388 -2.8989 3.1807  -0.477
O: -0.6824 -3.6117 4.1221  0.096
O: -0.0165 -2.3456 2.3946  -0.053
H: -5.8254 -1.6523 1.5853  0.107
H: -3.7648 -0.8285 0.3962  0.094
H: -3.2773 -3.6734 4.3248  0.123

---

No. 5
ORCA calculation (wB97M-V/def2-TZVPD) on the molecule C21H23ClN2O2.

The calculation puts the LUMO energy at 0.019 Ha. For the relative energy (zero: lowest compared OMol25 entry of this formula, charge and spin), the calculation gives 16.9 kJ/mol. The structure (SMILES) is O=C(NCc1ccc(Cl)cc1)C1CCN(C(=O)Cc2ccccc2)CC1. The value obtained for the HOMO energy is -8.937 eV. The value obtained for the frontier orbital gap is 0.347 Eh. The value obtained for the total energy is -41749.561 eV. As for the spin multiplicity: 1.

Each line ends with the natural charge from an NBO analysis.
Geometry (Å):
O: -1.1744 -2.0234 -1.2541  -0.651
C: -1.3207 -2.0280 -0.0486  0.688
N: -2.5380 -2.1750 0.5241  -0.606
C: -3.7590 -2.2169 -0.2574  -0.253
C: -4.4999 -0.9073 -0.1755  -0.032
C: -5.7582 -0.8207 0.4029  -0.202
C: -6.4129 0.3953 0.4945  -0.224
C: -5.7956 1.5366 0.0100  -0.043
Cl: -6.6047 3.0601 0.1258  0.008
C: -4.5371 1.4712 -0.5685  -0.213
C: -3.8978 0.2496 -0.6589  -0.200
C: -0.1847 -1.8534 0.9537  -0.294
C: 0.2291 -0.3725 0.9895  -0.401
C: 0.9630 0.0146 -0.2983  -0.224
N: 2.1236 -0.8251 -0.4662  -0.444
C: 3.4191 -0.4891 -0.2609  0.689
O: 4.3071 -1.3180 -0.2840  -0.627
C: 3.6987 1.0001 -0.0339  -0.547
C: 5.1782 1.2424 0.0520  0.098
C: 5.8644 0.9822 1.2305  -0.232
C: 7.2318 1.1741 1.3049  -0.192
C: 7.9304 1.6298 0.2001  -0.223
C: 7.2546 1.8875 -0.9798  -0.204
C: 5.8870 1.6918 -1.0531  -0.238
C: 1.7653 -2.2205 -0.6296  -0.238
C: 1.0312 -2.7264 0.6117  -0.400
H: -2.6389 -2.0898 1.5229  0.397
H: -3.4499 -2.4125 -1.2885  0.249
H: -4.3867 -3.0396 0.0952  0.203
H: -6.2391 -1.7112 0.7808  0.214
H: -7.3932 0.4588 0.9396  0.229
H: -4.0694 2.3666 -0.9465  0.228
H: -2.9218 0.1855 -1.1163  0.227
H: -0.5516 -2.1403 1.9458  0.208
H: -0.6506 0.2622 1.1199  0.213
H: 0.8950 -0.2159 1.8416  0.210
H: 1.2358 1.0679 -0.2711  0.213
H: 0.3002 -0.1527 -1.1541  0.221
H: 3.2146 1.3080 0.8964  0.227
H: 3.2749 1.5703 -0.8629  0.228
H: 5.3236 0.6200 2.0932  0.206
H: 7.7550 0.9652 2.2269  0.209
H: 8.9986 1.7798 0.2573  0.211
H: 7.7946 2.2386 -1.8474  0.211
H: 5.3654 1.8878 -1.9796  0.205
H: 2.6852 -2.7860 -0.7831  0.247
H: 1.1201 -2.3171 -1.5061  0.223
H: 0.7128 -3.7569 0.4483  0.217
H: 1.7191 -2.7102 1.4604  0.212

---

No. 6
ORCA calculation (wB97M-V/def2-TZVPD) on a cluster of 2 separate species, H4SSi in total in a non-equilibrium geometry.

The calculation puts the LUMO energy (alpha / beta) at -0.050 / -0.075 Ha. For the relative energy (zero: lowest compared OMol25 entry of this formula, charge and spin), the calculation gives 385.1 kJ/mol. The value obtained for the HOMO energy (alpha / beta) is -8.795 / -7.870 eV. The value obtained for the frontier orbital gap (alpha / beta) is 0.273 / 0.215 Eh. The value obtained for the total energy is -18773.782 eV. As for the spin multiplicity: 1.

Each line ends with the natural charge from an NBO analysis.
Geometry (Å):
Si: 1.2241 -0.0432 -0.3257  0.670
S: -2.1479 -0.0469 -0.1549  -0.428
H: 0.6769 1.3688 -0.4433  -0.111
H: 0.9590 -0.5182 1.1962  -0.089
H: 1.9474 -0.6585 -1.3584  -0.152
H: -2.6594 -0.1020 1.0861  0.109